Density functional theory data (wB97M-V/def2-TZVPD) for C15H29Br15O14S4 as an isolated structure at a distorted geometry.

Each line ends with the Löwdin charge.
Atoms and positions in Å:
Br: -2.095 -2.028 3.531  0.63
Br: 3.188 -5.511 4.217  0.65
Br: 2.995 -2.340 -6.644  0.57
Br: 1.657 3.800 -4.593  0.63
Br: -5.142 -2.001 3.139  0.68
Br: 2.225 4.659 -1.622  0.61
Br: 2.703 1.670 -2.544  0.74
Br: -5.629 -1.961 -3.590  0.69
Br: -3.128 -0.577 -4.943  0.64
Br: 0.302 -3.582 -7.795  0.59
Br: 0.772 -3.425 -4.687  0.66
Br: -3.327 -3.652 -5.008  0.55
Br: 0.652 -4.443 2.725  0.61
Br: -3.271 -1.960 0.595  0.70
Br: 3.142 -2.633 3.079  0.66
S: -0.029 -0.523 -2.612  0.34
S: 5.476 1.714 -0.111  0.42
S: -6.889 -0.127 -0.061  0.43
S: -0.283 1.218 2.925  0.44
O: -0.236 -0.341 -3.931  -0.26
O: 0.567 1.103 4.237  -0.26
O: -0.147 0.527 -1.723  -0.22
O: -1.569 1.461 3.369  -0.26
O: -0.874 -1.721 -2.032  -0.24
O: 5.118 2.955 -0.590  -0.24
O: 6.636 1.165 -0.990  -0.19
O: -5.524 0.517 0.398  -0.29
O: 4.523 0.738 0.100  -0.23
O: 6.291 1.813 1.234  -0.19
O: -7.058 -1.222 0.740  -0.27
O: 0.023 0.138 2.105  -0.29
O: -6.882 -0.261 -1.451  -0.33
O: 1.365 -1.209 -2.444  -0.27
C: 1.348 -1.871 -1.197  -0.16
C: 1.679 0.144 4.358  -0.27
C: 7.743 1.748 1.013  -0.12
C: -3.789 -2.083 -3.975  -1.65
C: -3.454 1.639 -0.099  -0.07
C: 2.422 0.561 5.591  -0.07
C: 1.699 3.255 -2.798  -1.69
C: 2.527 -4.409 2.877  -1.75
C: 1.099 -2.609 -6.353  -1.65
C: -0.135 -2.247 -0.906  -0.16
C: -7.979 1.135 0.366  -0.12
C: -4.900 1.493 -0.489  -0.24
C: 7.869 1.918 -0.482  -0.09
C: 0.354 2.697 2.171  -0.09
C: -3.499 -1.415 2.427  -1.63
H: -3.383 1.935 0.949  0.08
H: 2.307 0.219 3.484  0.09
H: 1.245 -0.833 4.521  0.09
H: 8.726 1.528 -1.002  0.13
H: -0.547 -1.736 -0.039  0.06
H: 1.992 -2.766 -1.221  0.14
H: -0.404 -3.291 -0.858  0.13
H: 8.060 0.748 1.314  0.13
H: 2.892 -4.733 1.930  -0.04
H: 1.812 -1.269 -0.408  0.13
H: 3.251 1.254 5.422  0.08
H: 1.755 1.084 6.293  0.09
H: 1.172 2.422 1.518  0.07
H: 0.663 -1.635 -6.276  -0.04
H: -7.972 1.229 1.443  0.08
H: -4.930 1.120 -1.512  0.12
H: -3.059 2.470 -0.697  0.09
H: -8.956 0.770 0.051  0.08
H: -3.245 -2.189 -3.060  -0.06
H: -2.884 0.755 -0.330  0.03
H: -3.518 -0.346 2.387  -0.04
H: 0.705 3.005 -2.491  -0.05
H: -5.384 2.470 -0.429  0.12
H: 2.804 -0.279 6.183  0.08
H: 7.712 2.991 -0.733  0.14
H: 8.209 2.541 1.578  0.13
H: -0.489 3.185 1.679  0.07
H: -7.709 2.027 -0.170  0.07
H: 0.637 3.404 2.944  0.07

Values from the calculation:
Molar mass   1760.21 Da
Frontier orbital gap   9.628 eV
HOMO   -9.6 eV
E   -1138662.937 eV